# CH4N2P

A 2-piece molecular cluster, CH4N2P overall at a distorted geometry (ωB97M-V/def2-TZVPD, the Open Molecules 2025 dataset).

Output
- Total charge: +1
- Relative energy (zero: lowest compared OMol25 entry of this formula, charge and spin): 70.4 kcal per mole
- Highest occupied orbital energy: -14.1 eV

Bonds (Å) are listed after each position.
Atoms and positions in Å:
1 C -0.263 -0.428 -0.645  N3 1.253, H5 1.079
2 N 0.156 -0.024 1.312  P4 1.537
3 N -0.662 0.509 -1.377  C1 1.253, H6 1.026, H7 1.020
4 P 1.495 -0.494 1.901  N2 1.537, H8 1.429
5 H -0.114 -1.456 -0.939  C1 1.079
6 H -0.882 0.369 -2.369  N3 1.026
7 H -0.760 1.457 -1.012  N3 1.020
8 H 1.030 0.068 3.129  P4 1.429

Results of the Mulliken charge analysis, in e, for atoms 1 through 2: 0.0820 -0.2700

***

# C20H22F2N2O5S

A single C20H22F2N2O5S molecule at a distorted geometry (ωB97M-V/def2-TZVPD, the Open Molecules 2025 dataset).

Output
- Total charge: 0
- SMILES: CCN(CC)S(=O)(=O)c1ccc(C(=O)NCCOC(=O)c2ccc(F)cc2F)cc1
- Relative energy (zero: lowest compared OMol25 entry of this formula, charge and spin): 0.0 kcal per mole
- Highest occupied orbital energy: -9.4 eV

Bonds (Å) are listed after each position.
Atoms and positions in Å:
1 C -4.305 -0.557 2.421  C2 1.527, H31 1.087, H32 1.086, H33 1.087
2 C -3.153 0.031 1.609  C1 1.527, N3 1.449, H34 1.095, H35 1.092
3 N -3.365 0.028 0.176  C2 1.449, C4 1.448, S6 1.669
4 C -4.337 0.943 -0.385  N3 1.448, C5 1.526, H36 1.096, H37 1.090
5 C -3.758 2.340 -0.590  C4 1.526, H38 1.088, H39 1.087, H40 1.086
6 S -3.131 -1.444 -0.575  N3 1.669, O7 1.436, O8 1.434, C9 1.794
7 O -3.457 -2.542 0.291  S6 1.436
8 O -3.748 -1.390 -1.868  S6 1.434
9 C -1.352 -1.433 -0.802  S6 1.794, C10 1.382, C30 1.380
10 C -0.812 -0.660 -1.812  C9 1.382, C11 1.381, H41 1.078
11 C 0.557 -0.645 -1.987  C10 1.381, C12 1.397, H42 1.080
12 C 1.392 -1.395 -1.154  C11 1.397, C13 1.497, C29 1.393
13 C 2.862 -1.214 -1.366  C12 1.497, O14 1.217, N15 1.360
14 O 3.288 -0.365 -2.127  C13 1.217
15 N 3.693 -2.034 -0.667  C13 1.360, C16 1.442, H43 1.008
16 C 5.083 -1.684 -0.508  N15 1.442, C17 1.542, H44 1.091, H45 1.093
17 C 5.287 -0.834 0.762  C16 1.542, O18 1.421, H46 1.090, H47 1.096
18 O 4.418 0.289 0.703  C17 1.421, C19 1.343
19 C 3.171 0.098 1.164  O18 1.343, O20 1.206, C21 1.485
20 O 2.857 -0.837 1.859  C19 1.206
21 C 2.233 1.131 0.658  C19 1.485, C22 1.395, C27 1.397
22 C 2.654 2.084 -0.270  C21 1.395, C23 1.379, H48 1.077
23 C 1.757 2.951 -0.859  C22 1.379, C24 1.385, H49 1.078
24 C 0.417 2.853 -0.525  C23 1.385, F25 1.342, C26 1.383
25 F -0.469 3.671 -1.113  C24 1.342
26 C -0.045 1.929 0.395  C24 1.383, C27 1.382, H50 1.077
27 C 0.876 1.080 0.981  C21 1.397, C26 1.382, F28 1.337
28 F 0.414 0.192 1.867  C27 1.337
29 C 0.828 -2.172 -0.145  C12 1.393, C30 1.385, H51 1.079
30 C -0.547 -2.191 0.025  C9 1.380, C29 1.385, H52 1.078
31 H -4.044 -0.553 3.476  C1 1.087
32 H -4.489 -1.578 2.102  C1 1.086
33 H -5.215 0.025 2.289  C1 1.087
34 H -2.968 1.063 1.924  C2 1.095
35 H -2.246 -0.551 1.789  C2 1.092
36 H -5.230 0.998 0.248  C4 1.096
37 H -4.626 0.519 -1.347  C4 1.090
38 H -3.493 2.799 0.360  C5 1.088
39 H -4.499 2.970 -1.075  C5 1.087
40 H -2.874 2.298 -1.220  C5 1.086
41 H -1.473 -0.096 -2.450  C10 1.078
42 H 1.018 -0.049 -2.761  C11 1.080
43 H 3.301 -2.642 0.034  N15 1.008
44 H 5.694 -2.586 -0.450  C16 1.091
45 H 5.361 -1.096 -1.387  C16 1.093
46 H 6.304 -0.442 0.805  C17 1.090
47 H 5.066 -1.420 1.661  C17 1.096
48 H 3.696 2.118 -0.541  C22 1.077
49 H 2.078 3.683 -1.583  C23 1.078
50 H -1.091 1.852 0.635  C26 1.077
51 H 1.432 -2.745 0.540  C29 1.079
52 H -1.008 -2.790 0.794  C30 1.078

Results of the Mulliken charge analysis, in e, for atoms 1 through 2: -1.4368 -0.5466